Molecular formula: C35H46HfN2O4P2S2
Method: DFT, ωB97M-V/def2-TZVPD

Structure (XYZ):
```
92
Properties=species:S:1:pos:R:3:forces:R:3
Hf 0.290921 0.056003 0.084011 0.4348 -0.6763 0.9377
C -3.259593 1.510803 -4.197332 0.0339 -0.0391 0.0415
C -3.160744 1.022360 -2.752491 -0.0764 0.1174 0.0825
C -3.475662 -0.469848 -2.691116 -0.0013 -0.0540 0.0566
P -1.526736 1.345852 -1.929825 0.3490 0.0411 0.0009
C -1.335677 3.193664 -1.758343 0.0382 0.0141 0.0139
C -2.569828 3.689655 -0.995193 -0.0249 0.0011 -0.0144
C -1.004683 4.136542 -2.913193 0.0354 -0.0401 -0.0450
C -0.330523 0.649337 -3.110065 -0.1058 0.0032 -0.2346
C 0.159920 1.299636 -4.243962 -0.0639 -0.0315 -0.0341
C 1.136495 0.723386 -5.032477 0.0292 -0.0385 0.0004
C 1.639022 -0.526887 -4.689767 -0.0120 0.0055 -0.0143
C 1.156522 -1.191755 -3.581171 -0.0007 0.0147 0.0077
C 0.160296 -0.624652 -2.784521 0.0599 0.1042 -0.0333
N -0.252490 -1.244133 -1.572237 0.2390 -0.0838 -0.2064
C -0.715346 -2.560499 -1.658116 -0.0941 0.0504 0.1177
C -0.983518 -3.200661 -2.883143 -0.0028 -0.0086 0.0610
C -1.494655 -4.484034 -2.920901 -0.0033 0.0130 -0.0218
C -1.774147 -5.184672 -1.754281 -0.0119 -0.0376 0.0015
C -1.539650 -4.559971 -0.543542 -0.0083 0.0181 0.0072
C -1.015118 -3.272438 -0.477819 -0.0697 0.0346 -0.1366
P -0.809625 -2.355623 1.060014 -0.0633 0.1384 -0.1395
C 0.150464 -3.462958 2.212837 0.0053 -0.0154 0.0321
C -0.691647 -4.318860 3.163523 -0.0065 -0.0016 -0.0141
C 1.110692 -4.383135 1.454077 0.0116 0.0188 -0.0112
C -2.539248 -2.316626 1.725903 -0.0046 -0.1187 0.0372
C -2.655191 -1.497146 3.011540 -0.0672 0.0571 -0.0012
C -3.489988 -1.761578 0.668907 0.0035 0.0394 0.0488
H -4.260666 1.298976 -4.579766 -0.0059 -0.0036 -0.0043
H -3.086011 2.578732 -4.301981 0.0204 0.0800 0.0272
H -2.544801 0.984511 -4.831603 0.0152 0.0024 0.0040
H -3.894120 1.560803 -2.143192 0.0033 -0.0314 -0.0075
H -2.687557 -1.057967 -3.164324 0.0040 -0.0023 -0.0267
H -3.589847 -0.826671 -1.668432 0.0351 0.0610 -0.1601
H -4.403276 -0.669253 -3.231636 -0.0240 -0.0081 0.0135
H -0.491808 3.253168 -1.063481 -0.0150 -0.0107 -0.0191
H -3.434410 3.773068 -1.657661 0.0088 -0.0123 0.0020
H -2.836827 3.023991 -0.170619 -0.0002 -0.0033 0.0048
H -2.377638 4.682550 -0.584208 0.0021 0.0013 0.0087
H -1.732586 4.094405 -3.721199 -0.0520 -0.0286 -0.0389
H -1.001488 5.163339 -2.538333 -0.0039 0.0013 0.0217
H -0.016206 3.943534 -3.324695 0.0115 -0.0166 0.0040
H -0.229660 2.268085 -4.517940 -0.0136 0.0179 -0.0054
H 1.518159 1.248561 -5.897752 -0.0064 0.0058 -0.0036
H 2.425448 -0.976320 -5.282552 0.0041 -0.0009 0.0011
H 1.570614 -2.150628 -3.296239 -0.0009 0.0022 0.0177
H -0.799264 -2.685297 -3.813835 -0.0015 0.0069 -0.0127
H -1.686832 -4.940729 -3.884314 0.0010 -0.0025 0.0024
H -2.175415 -6.188497 -1.790142 0.0024 0.0013 -0.0063
H -1.775902 -5.081474 0.377198 -0.0040 0.0024 0.0082
H 0.737106 -2.754558 2.805349 0.0184 -0.0236 -0.0348
H -1.325023 -5.023243 2.619828 0.0048 -0.0002 -0.0110
H -0.016296 -4.914071 3.781928 0.0070 0.0086 0.0083
H -1.325397 -3.743972 3.835301 -0.0018 0.0348 -0.0184
H 0.567169 -5.187982 0.958146 0.0089 -0.0085 -0.0051
H 1.699009 -3.851714 0.709731 -0.0086 0.0120 0.0184
H 1.797331 -4.837457 2.171785 0.0312 0.0109 -0.0067
H -2.817418 -3.355260 1.932717 -0.0145 0.0311 0.0085
H -2.524515 -0.440216 2.777449 0.0025 -0.0135 -0.0086
H -3.652366 -1.629797 3.439154 0.0069 -0.0033 0.0149
H -1.915718 -1.750342 3.768003 0.0277 -0.0290 -0.0140
H -3.191818 -0.749334 0.375601 0.0146 -0.0249 0.0591
H -3.513878 -2.383664 -0.225085 0.0149 -0.0232 0.0323
H -4.503903 -1.702852 1.072204 -0.0110 -0.0009 0.0047
O -1.548258 2.392786 3.216157 0.0929 -0.0847 0.0313
C -0.842321 1.931380 2.194812 -0.1059 0.2006 -0.2607
O -1.327015 1.133721 1.360798 -0.1466 0.1512 0.1346
C 0.349601 2.744958 1.823579 -0.1320 -0.0474 0.0719
C 0.806373 3.910454 2.404313 0.0215 -0.0975 -0.1364
C 1.913978 4.519633 1.809787 -0.0125 -0.0177 -0.0040
C 2.493405 3.974920 0.675599 -0.0202 -0.0661 -0.0665
C 1.955056 2.797310 0.166749 0.0568 0.0918 0.0431
N 0.923026 2.218403 0.746913 -0.0680 0.0634 0.0004
C 2.387289 2.062222 -1.093075 -0.0846 0.1107 -0.0607
O 3.173152 2.579384 -1.856495 0.0790 -0.0663 0.0780
O 1.768176 0.937784 -1.218624 -0.3223 0.1680 -0.1604
H -2.312920 1.812570 3.344734 -0.0243 -0.0147 -0.0062
H 0.324397 4.324820 3.276904 -0.0209 -0.0112 0.0074
H 2.310343 5.432467 2.234673 0.0087 0.0042 -0.0019
H 3.335750 4.425309 0.170668 0.0035 0.0149 0.0147
C 4.529127 -1.054340 2.401920 0.0899 0.0094 0.0572
C 3.062655 -0.783788 2.185374 -0.1172 0.0463 -0.0031
S 2.456638 -1.252175 0.592980 -0.0566 0.0059 -0.0168
C 2.291849 -0.240839 3.140293 -0.0334 -0.0727 -0.1908
C 2.795754 0.165527 4.495093 0.0561 0.0066 0.0977
S 0.575175 -0.016897 2.827624 0.0673 0.0660 -0.0126
H 5.017227 -1.300558 1.462013 -0.0046 0.0000 -0.0084
H 4.680433 -1.892337 3.088323 -0.0105 -0.0112 -0.0050
H 5.033451 -0.185307 2.829808 -0.0007 -0.0062 -0.0027
H 3.636411 -0.451147 4.815968 -0.0031 0.0089 -0.0103
H 2.005925 0.075402 5.241317 -0.0048 -0.0181 0.0005
H 3.129467 1.208247 4.503978 -0.0120 0.0071 -0.0085
```
Positions in Å, forces in eV/Å.

Output
**E_LUMO**: -0.75 eV
**Maximum force**: 1.24 eV Å⁻¹
**Energy**: -89772.661 eV
**Relative energy (zero: lowest compared OMol25 entry of this formula, charge and spin)**: 0.9069 eV
**Molar mass**: 863.3 g/mol
**HOMO-LUMO gap**: 5.767 eV